Below is C3H7NO as an isolated structure, with properties calculated with ωB97M-V with the def2-TZVPD basis set.

```
12
C3H7NO ωB97M-V with the def2-TZVPD basis set
O -0.6549 1.7252 1.3037
C 0.2075 0.7765 1.0126
C 0.3243 0.2936 -0.4146
C 0.2268 -1.1193 -0.8451
N -0.8906 -0.1949 -1.0247
H -0.8107 0.3793 1.6854
H -0.2942 -0.4398 1.6000
H 1.1772 0.7534 1.5492
H 0.9817 0.9496 -0.9886
H 0.0467 -1.9041 -0.1122
H 0.8135 -1.4303 -1.7073
H -0.9783 0.1188 -1.9863
```

Output
energy above the lowest of the compared OMol25 structures with the same formula, charge and spin = 589.2 kJ/mol
gap between HOMO and LUMO = 0.3775 hartree
maximum force = 0.32 eV/A
HOMO level = -9.38 eV

Below is a 5-piece molecular cluster, C28H55I2NO15PS5 overall, with properties calculated with ωB97M-V with the def2-TZVPD basis set.

```
107
C28H55I2NO15PS5 ωB97M-V with the def2-TZVPD basis set
C 4.1992 -2.6050 2.8945
C 3.4182 -2.8732 1.5763
I 4.5108 -4.0938 0.0856
C 2.1392 -2.3680 1.3185
I 1.3435 -2.8999 -0.6966
P 0.9419 -1.3383 2.3914
S -0.6825 -2.4757 1.4814
C -0.3925 -0.1910 3.1980
C -0.9792 0.9336 2.2177
C -0.0556 2.1162 1.7412
N -0.2580 2.2776 0.2389
C 2.2900 -0.1176 3.0642
C 3.3036 0.4306 1.9617
O 4.4390 0.8341 2.3805
O 3.0576 0.5671 0.5731
C 1.0301 -2.5010 3.9248
C -0.3136 -3.2512 4.3644
O -1.2166 -2.7530 5.1139
C -0.5898 -4.8220 4.0057
C 0.4045 -5.7019 3.1866
C 0.1488 -7.2330 2.9001
C -1.1279 -7.9682 3.4172
C -2.1518 -7.0770 4.2099
C -1.8947 -5.5530 4.4928
H 4.8617 -1.6643 2.7608
H 4.9600 -3.4674 3.0340
H 3.6747 -2.4981 3.8839
H 0.8234 -0.4427 1.2358
H -1.8318 -1.7180 1.3581
H -1.3156 -0.8796 3.3380
H -0.1373 0.1567 4.2556
H -1.8860 1.3943 2.7748
H -1.4492 0.4470 1.2804
H 1.0644 2.0433 1.8868
H -0.3808 3.1343 2.1862
H 0.5579 1.8927 -0.2608
H -0.4057 3.2625 -0.0069
H 2.8315 -0.5362 3.9969
H 1.7861 0.8352 3.4864
H 3.8279 0.1522 0.1273
H 1.4075 -1.9636 4.8781
H 1.7537 -3.3874 3.7458
H 1.3861 -5.2909 2.7648
H 0.9104 -7.8581 2.3104
H -1.3023 -9.0722 3.1907
H -3.0888 -7.6244 4.5725
H -2.7069 -5.0175 5.1043
O -1.5483 -6.9354 -0.4535
S -2.9041 -7.3850 -0.5625
O -3.3810 -8.5353 0.1595
O -3.2863 -7.5607 -2.1277
C -2.4594 -8.3901 -2.9393
C -2.7278 -9.8630 -2.6905
C -3.9836 -6.0240 -0.2236
H -1.4032 -8.1488 -2.7877
H -2.6979 -8.1538 -3.9793
H -2.4164 -10.1547 -1.6852
H -2.1805 -10.4813 -3.4060
H -3.7954 -10.0806 -2.7741
H -3.6574 -5.1610 -0.8024
H -3.9207 -5.8069 0.8432
H -5.0022 -6.3083 -0.4863
O -0.1068 1.2230 -4.3974
S 0.9324 2.1285 -3.9845
O 0.9834 2.6757 -2.6577
O 1.0229 3.3444 -5.0556
C -0.1594 4.0914 -5.3395
C -0.4811 5.0725 -4.2281
C 2.5021 1.3922 -4.3447
H -1.0024 3.4214 -5.5328
H 0.0303 4.6463 -6.2619
H -0.7633 4.5492 -3.3117
H -1.3113 5.7220 -4.5151
H 0.3899 5.6889 -3.9936
H 2.4900 1.0138 -5.3664
H 2.6543 0.5726 -3.6419
H 3.2817 2.1425 -4.2150
O 2.6694 6.4068 -5.2957
S 3.9012 5.6633 -5.2278
O 4.4809 5.2632 -3.9744
O 5.0271 6.4335 -6.1004
C 5.2944 7.8036 -5.8082
C 6.1375 7.9547 -4.5556
C 3.7606 4.2335 -6.2620
H 4.3621 8.3705 -5.7289
H 5.8455 8.2072 -6.6612
H 5.5825 7.6426 -3.6683
H 6.4387 8.9955 -4.4163
H 7.0315 7.3292 -4.6140
H 3.3651 4.5350 -7.2311
H 3.0776 3.5384 -5.7792
H 4.7441 3.7760 -6.3674
O -4.6438 5.2934 1.3288
S -4.0520 5.0788 2.6238
O -3.3174 3.8843 2.9355
O -5.1817 5.3084 3.7608
C -6.3943 4.5626 3.6741
C -6.2025 3.1276 4.1294
C -3.0445 6.4777 3.0272
H -6.8021 4.6051 2.6598
H -7.1154 5.0535 4.3323
H -5.5552 2.5801 3.4410
H -7.1614 2.6066 4.1773
H -5.7288 3.0947 5.1134
H -3.6107 7.3885 2.8373
H -2.1597 6.4455 2.3911
H -2.7522 6.4110 4.0746
```

Output
net charge = -1
gap between HOMO and LUMO = 0.2160 hartree
maximum force = 5.07 eV/A
HOMO level = -4.12 eV

Below is one molecule with the formula C7H8O2S, with properties calculated with ωB97M-V with the def2-TZVPD basis set.

```
18
C7H8O2S ωB97M-V with the def2-TZVPD basis set
C 1.0113 1.2515 1.4172
C 0.3746 0.0110 1.8500
C 0.6586 1.9852 0.3351
C -0.1626 -0.6885 0.8729
C -0.3309 1.2773 -0.5891
C -0.8741 -1.1083 -1.4689
C -0.0338 -0.2730 -0.5796
O -0.7459 -1.9278 0.9626
O 0.8451 -2.8302 -0.8101
S -0.5579 -2.6841 -0.5142
H 1.5644 1.6869 2.1812
H 0.3531 -0.3545 2.8340
H 0.8257 2.9974 0.3048
H -1.3670 1.5119 -0.3699
H -0.0471 1.6409 -1.6082
H -1.9942 -0.9876 -1.4312
H -0.4367 -1.0465 -2.4907
H 0.9174 -0.4617 -0.8961
```

Output
energy above the lowest of the compared OMol25 structures with the same formula, charge and spin = 194.2 kJ/mol
gap between HOMO and LUMO = 0.3385 hartree
maximum force = 4.91 eV/A
HOMO level = -8.41 eV

Below is a 2-piece molecular cluster, C6H10S overall, with properties calculated with ωB97M-V with the def2-TZVPD basis set.

```
17
C6H10S ωB97M-V with the def2-TZVPD basis set
C 0.3920 -0.0520 1.1560
C -1.8254 0.0097 0.6434
C 1.1192 1.2509 1.0664
C 1.3015 0.2033 0.0122
C -2.3127 -1.2588 0.2868
C 0.7273 0.4285 -1.3739
S 2.7748 -0.8706 0.1003
H -2.4588 0.7008 1.1555
H 0.5408 2.2231 0.8273
H 1.8152 1.2847 1.9797
H -1.5465 -1.8609 -0.0262
H -3.0101 -1.1889 -0.6551
H -2.8497 -1.8879 0.9510
H -0.0428 1.0543 -1.1921
H 0.4473 -0.4078 -1.9234
H 1.5714 0.7871 -1.9308
H 3.3567 -0.4152 -1.0771
```

Output
energy above the lowest of the compared OMol25 structures with the same formula, charge and spin = 850.8 kJ/mol
gap between HOMO and LUMO (alpha / beta) = 0.2651 / 0.3030 hartree
maximum force = 4.22 eV/A
HOMO level (alpha / beta) = -8.14 / -8.43 eV

Below is an isolated ion of composition C2H3BClF4 and charge -1, with properties calculated with ωB97M-V with the def2-TZVPD basis set.

```
11
C2H3BClF4 ωB97M-V with the def2-TZVPD basis set
F 0.9790 -1.6601 -0.3176
C 1.2808 -0.3771 0.0966
F 2.3833 0.1049 -0.6325
C 0.0880 0.6597 -0.0822
F 0.0727 1.2105 -1.3853
F 0.3272 1.7287 0.8021
B -1.3342 -0.1410 0.1859
Cl -2.0263 -0.6156 -1.5145
H 1.5283 -0.3961 1.1952
H -2.1020 0.5852 0.7599
H -1.1967 -1.0991 0.8925
```

Output
net charge = -1
gap between HOMO and LUMO = 0.3264 hartree
maximum force = 1.82 eV/A
HOMO level = -5.00 eV